Entry 1:
{"formula": "C6H16BrNO2", "method": "ωB97M-V/def2-TZVPD", "spin_multiplicity": 2, "charge": -1, "gap_ev": [3.3, 6.9], "homo_ev": [-0.305, -4.002], "s_squared": 0.75, "lumo_ev": [3.0, 2.9], "species": ["Br", "C", "O", "C", "C", "N", "H", "H", "C", "C", "O", "C", "H", "H", "H", "H", "H", "H", "H", "H", "H", "H", "H", "H", "H", "H"], "coordinates": [[-0.978497, 1.326355, -4.586255], [2.634073, -2.195545, -0.833815], [1.472723, -1.516935, -0.491335], [0.933263, -0.740485, -1.599905], [-0.072677, 0.315525, -1.082645], [0.561713, 1.183865, 0.009105], [1.558893, 1.086355, -0.118325], [0.431723, 2.185435, 0.017475], [0.256133, 0.656105, 1.406575], [-0.979017, 1.320105, 1.984595], [-2.087347, 1.098735, 1.079125], [-2.947197, -0.055135, 1.279265], [3.013783, -2.810885, -0.018165], [3.429623, -1.462495, -0.967395], [2.581803, -2.831905, -1.717215], [0.344493, -1.405665, -2.231545], [1.629273, -0.167525, -2.212595], [-1.019037, -0.051325, -0.685235], [-0.336847, 1.103065, -1.788395], [1.071613, 1.000965, 2.042305], [0.290543, -0.431655, 1.467295], [-0.834977, 2.400325, 1.962675], [-1.268207, 1.054805, 3.001495], [-3.688727, -0.147385, 0.485715], [-3.551897, 0.097095, 2.173285], [-2.445227, -1.011795, 1.423905]], "forces_ev_per_angstrom": [[0.078, -0.102, 0.168], [1.417, 0.184, 0.072], [-0.996, 0.840, -0.633], [-1.494, 0.463, 0.820], [-0.090, 1.185, 0.483], [-0.750, -3.266, 1.619], [1.498, 0.097, 0.128], [-0.607, 1.116, -0.423], [0.331, 0.799, 0.856], [-1.121, -0.501, -1.688], [-0.920, -0.704, -0.007], [0.256, 0.973, 0.829], [-0.589, -0.078, 0.283], [0.269, 0.108, -0.432], [-0.378, 0.036, -0.229], [0.192, -0.026, -0.296], [0.675, -0.481, 0.178], [0.366, -0.238, -0.052], [0.035, -0.747, -1.014], [0.545, 0.108, 0.016], [-0.222, 0.194, -0.552], [0.080, 0.062, 0.041], [0.397, -0.443, 0.167], [0.522, 0.289, -0.410], [0.026, 0.104, 0.347], [0.478, 0.031, -0.271]]}

Entry 2:
{"formula": "C6H16ClIIrN2OPS", "method": "ωB97M-V/def2-TZVPD", "spin_multiplicity": 5, "charge": 2, "gap_ev": [2.2, 2.8], "homo_ev": [-10.661, -13.966], "s_squared": 6.02, "lumo_ev": [-8.4, -11.1], "species": ["C", "I", "H", "H", "H", "Ir", "P", "C", "C", "H", "H", "H", "C", "H", "H", "H", "H", "H", "H", "C", "O", "Cl", "N", "C", "N", "S", "H", "H", "H", "H"], "coordinates": [[0.195850, -0.927078, 2.422535], [-0.130966, 1.561379, 2.521881], [0.520680, -1.972854, 2.586366], [1.124793, -0.338903, 2.327950], [-0.327415, -0.921868, 1.460438], [-1.113709, -0.605776, -2.412868], [-0.264170, 0.686366, -3.842039], [1.443803, 1.057039, -4.240996], [-0.756669, -0.581442, -5.045390], [-2.264555, 1.920829, -3.783215], [-1.252433, 2.387293, -5.198139], [-0.823464, 2.947489, -3.535554], [-1.253625, 2.139309, -4.137480], [-1.852256, -0.641851, -5.058951], [-0.322797, -0.209006, -5.972169], [1.534034, 1.122515, -5.334317], [2.069507, 0.252402, -3.845428], [-0.315758, -1.542724, -4.730404], [1.710215, 2.000977, -3.754960], [0.376637, -0.499130, -1.358466], [1.261717, -0.344203, -0.602956], [-2.307058, -1.739223, -0.810896], [0.862535, 0.352944, 5.483706], [0.086014, -0.675294, 5.167520], [0.177092, -1.826469, 5.853540], [-1.047297, -0.627362, 3.809054], [1.351553, 0.413861, 6.375266], [0.839209, 1.182615, 4.875928], [-0.418585, -2.609290, 5.602689], [0.897516, -1.962844, 6.564857]], "forces_ev_per_angstrom": [[-0.072, -2.797, -0.252], [-0.457, 3.317, -0.738], [0.073, 0.312, -0.141], [0.014, -0.235, 0.542], [-0.349, -0.150, 0.190], [-0.668, -1.704, 3.123], [-0.472, 2.020, -2.276], [0.030, 0.018, 0.413], [0.135, 0.103, -0.130], [0.171, 0.139, -0.174], [-0.072, 0.362, -0.013], [-0.207, 0.057, -0.226], [0.104, 0.395, -0.336], [0.351, -0.045, -0.401], [-0.150, -0.586, -0.493], [0.127, 0.106, 0.359], [0.100, 0.138, -0.203], [-0.118, 0.126, -0.570], [0.177, -0.131, -0.236], [2.956, -1.010, 1.786], [-1.589, 0.313, -0.869], [-0.753, -0.126, 0.599], [-0.745, 0.244, -0.601], [1.369, -1.076, 1.605], [-0.264, 1.083, -0.889], [0.418, -0.356, -0.637], [0.025, -0.100, -0.286], [0.121, -0.495, 0.801], [0.116, 0.078, 0.225], [-0.372, 0.001, -0.172]]}